w) 6
Properties=species:S:1:pos:R:3 method="wB97M-V/def2-TZVPD" orbital_gap_ev=7.96 homo_energy_ha=-0.3618 lumo_ev=-1.887 multiplicity=1
N -2.40365 0.06957 0.13212
H 1.26853 0.01880 -1.17766
O 1.48472 -1.25847 0.55780
C -1.34896 0.49952 0.30938
O -0.21702 1.06562 0.40250
C 1.21638 -0.39504 -0.22413


x) 6
Properties=species:S:1:pos:R:3 method="wB97M-V/def2-TZVPD" orbital_gap_ev=11.94 homo_energy_ha=-0.4096 lumo_ev=0.795 multiplicity=1
O 0.26260 1.22025 0.81235
H -2.25215 -0.32371 -0.58149
C -0.60792 0.58891 0.38240
C 1.94901 -1.03052 -0.79170
O 2.14325 -0.31251 0.05556
N -1.49479 -0.14243 0.12288


Tell me which of them is the least stable. Sure, it is w).


w) 10
Properties=species:S:1:pos:R:3 method="wB97M-V/def2-TZVPD" orbital_gap_ev="7.38 / 7.38" charge=-1 homo_energy_ha="-0.1206 / -0.1206" lumo_ev="4.097 / 4.097" multiplicity=1
O 1.73206 -0.13554 -1.69678
C -1.01587 -0.65304 -0.00971
N 1.66531 0.93307 -1.04143
H -1.37378 -0.86675 -1.01820
O 2.40069 1.94637 -1.33557
C -1.44067 -1.08993 1.16062
H -2.19426 -1.82077 1.30737
C 0.78209 0.92475 -0.06711
H -0.99393 -0.92302 2.10983
H 0.43835 1.68487 0.59097


x) 10
Properties=species:S:1:pos:R:3 method="wB97M-V/def2-TZVPD" orbital_gap_ev=6.95 charge=-1 homo_energy_ha=-0.0952 lumo_ev=4.358 multiplicity=1
O -2.31881 -0.19861 -1.72819
C 1.02909 -0.51305 0.26882
N 0.23400 0.04843 -0.80822
H 1.50022 1.54051 0.04714
O -1.98648 -0.67734 0.46781
C 0.66501 0.91262 0.29493
C -1.86197 -0.38011 -0.66050
H 2.10649 -0.85600 0.05469
H 0.64195 -1.21978 1.03636
H -0.00949 1.34331 1.02715


Tell me which of them is the least stable. Sure, it is w).


w) 9
Properties=species:S:1:pos:R:3 method="wB97M-V/def2-TZVPD" orbital_gap_ev=9.33 charge=+1 homo_energy_ha=-0.5098 smiles=[NH3+]C#CN(Cl)Cl lumo_ev=-4.540 multiplicity=1
N -0.11983 0.28714 -0.02294
H 0.53196 -0.41132 -0.46940
H -0.00498 0.98980 -0.70618
C -1.45286 -0.05860 0.25282
N -4.06022 -0.15280 0.59276
Cl -4.48569 1.46793 -0.02545
C -2.60647 -0.25568 0.46230
H 0.42745 0.60279 0.82772
Cl -4.89336 -1.42441 -0.25275


x) 9
Properties=species:S:1:pos:R:3 method="wB97M-V/def2-TZVPD" orbital_gap_ev="8.17 / 7.16" charge=+1 homo_energy_ha="-0.4990 / -0.5141" lumo_ev="-5.407 / -6.825" multiplicity=1
C -1.13553 -1.13566 -0.46395
Cl -5.11374 1.28520 0.20388
H -0.34921 -0.38607 1.24952
N -0.13383 -0.26889 0.16367
H -0.32865 0.78983 0.09895
H 0.77838 -0.28389 -0.23705
N -3.85402 0.13743 -0.16544
C -2.75803 0.55097 -0.42790
Cl -4.31719 -1.58208 -0.02326


Tell me which of them is the least stable. Sure, it is x).


w) 8
Properties=species:S:1:pos:R:3 method="wB97M-V/def2-TZVPD" orbital_gap_ev=8.51 homo_energy_ha=-0.3397 smiles="O=C(S)C(O)=S" lumo_ev=-0.732 multiplicity=1
C 0.18457 -0.42349 0.69128
S -1.18413 -1.55998 0.69964
H 0.02635 -1.20736 -1.55999
O 0.80251 -0.10878 1.62518
C 0.38508 0.34183 -0.63447
O 0.38885 -0.27023 -1.82427
S 0.46880 1.95850 -0.66198
H -1.52975 -1.64691 2.20924


x) 8
Properties=species:S:1:pos:R:3 method="wB97M-V/def2-TZVPD" orbital_gap_ev="8.12 / 8.20" homo_energy_ha="-0.3704 / -0.3708" lumo_ev="-1.957 / -1.884" multiplicity=1
O 0.77822 1.97318 2.90142
H -0.61275 1.98022 0.16109
S -0.65714 -1.10370 -2.26508
C -0.38073 1.20852 0.76891
H 0.85701 -1.41481 -0.10766
O -0.42799 -2.52033 -2.70732
S 0.37919 0.81172 2.10490
C 0.06420 -0.93481 -0.85625


y) 8
Properties=species:S:1:pos:R:3 method="wB97M-V/def2-TZVPD" orbital_gap_ev="7.49 / 7.39" homo_energy_ha="-0.3493 / -0.3471" smiles="O=S(=O)=C1CS1" lumo_ev="-2.017 / -2.052" multiplicity=1
H 0.48203 1.21557 -1.88403
S -0.98756 -0.66003 1.06669
C 0.10483 -0.47958 -0.43652
H 0.59964 1.73865 -0.18357
S 1.86977 -0.32611 -0.42733
O -2.36020 -0.85558 0.71701
C 0.63493 0.94159 -0.85751
O -0.34345 -1.57450 2.00527


z) 8
Properties=species:S:1:pos:R:3 method="wB97M-V/def2-TZVPD" orbital_gap_ev=8.01 homo_energy_ha=-0.3405 smiles="O=C(O)C(=S)S" lumo_ev=-1.257 multiplicity=1
H 2.36606 0.67290 0.05719
C 0.62946 0.01907 0.03971
S -1.40484 1.94230 0.11761
C -0.86820 0.41328 -0.03164
H -1.18020 -2.00924 -0.20202
S -2.00433 -0.91812 -0.04343
O 0.99067 -1.11888 0.27952
O 1.47138 0.99869 -0.21695


Tell me which of them is the least stable. Sure, it is x).


w) 20
Properties=species:S:1:pos:R:3 method="wB97M-V/def2-TZVPD" orbital_gap_ev=8.98 homo_energy_ha=-0.3167 smiles="C=C(C)S(=O)(=O)C(=C)NN" lumo_ev=0.361 multiplicity=1
H 1.44481 -1.35254 0.95918
H 1.10176 2.38066 -1.45729
H 2.26862 0.69376 -2.83154
H 1.05440 -1.41211 2.68123
H 0.36853 -1.23405 -1.97112
C -0.44880 -0.61585 1.53059
C 0.43568 1.75172 -0.86462
O -1.19280 -1.77484 -0.81874
N 1.44002 0.13848 -3.14836
H 0.70999 0.70948 -3.61652
C 0.79253 -1.17205 1.71200
H -0.08965 2.13152 0.00212
O -2.13521 0.39466 -0.24376
C -1.30391 -0.16675 2.69823
C 0.14314 0.46192 -1.17614
S -0.99043 -0.44715 -0.21191
N 0.81613 -0.32671 -2.01387
H -1.16425 0.99062 2.68440
H -0.89494 -0.62617 3.56918
H -2.35561 -0.52460 2.51696


x) 20
Properties=species:S:1:pos:R:3 method="wB97M-V/def2-TZVPD" orbital_gap_ev=9.31 homo_energy_ha=-0.3145 smiles="C=C1N(C)N(C)CS1(=O)=O" lumo_ev=0.755 multiplicity=1
S -1.14616 -0.76572 -1.32305
O -0.58008 -0.33920 -2.61653
H 1.41583 0.89416 2.04365
C -1.11671 0.44730 0.04707
H 0.06098 -2.29628 0.23110
H 1.38526 0.60839 -1.62605
N 1.06945 -0.60944 0.11090
H 0.64296 -2.21706 -1.47144
C -2.19324 1.13015 0.40526
H -0.13117 0.48522 2.76854
N 0.09554 0.17633 0.66803
H 2.60962 -0.82302 -1.37119
H -2.07793 1.72901 1.34345
H -3.08674 0.96942 -0.05443
O -2.41498 -1.37457 -1.27494
H 2.61827 0.69781 -0.19670
C 0.39257 0.91236 1.84785
C 0.27201 -1.68954 -0.55123
H 0.25602 1.99138 1.83884
C 1.92849 0.07329 -0.81914


Tell me which of them is the least stable. Sure, it is x).


w) 7
Properties=species:S:1:pos:R:3 method="wB97M-V/def2-TZVPD" orbital_gap_ev=10.98 homo_energy_ha=-0.4060 smiles=[SiH4].N#P lumo_ev=-0.064 multiplicity=1
Si 0.03472 0.29136 -1.12363
H -0.97204 -0.05462 -2.09913
H 1.13784 1.24328 -1.31444
H -0.97821 1.28624 -0.60386
N 0.72827 -0.83944 2.87495
P -0.46749 -1.34086 2.21141
H 0.51691 -0.58597 0.05470


x) 7
Properties=species:S:1:pos:R:3 method="wB97M-V/def2-TZVPD" orbital_gap_ev=11.36 homo_energy_ha=-0.4238 smiles=[SiH4].N#P lumo_ev=-0.175 multiplicity=1
H 1.56026 -0.00161 0.64561
H -0.10649 -0.69816 -0.89804
H -0.67048 -0.47536 1.41559
P -2.97500 -0.02222 -1.88220
H -0.23752 1.46453 0.09600
N -4.18812 -0.73508 -1.49288
Si 0.13624 0.06870 0.32882


Tell me which of them is the least stable. Sure, it is w).


w) 11
Properties=species:S:1:pos:R:3 method="wB97M-V/def2-TZVPD" orbital_gap_ev=10.13 homo_energy_ha=-0.3632 smiles="C[SiH]=O.C=O" lumo_ev=0.242 multiplicity=1
C -1.55752 0.73023 0.30530
H -1.19267 -0.58682 -1.86643
H 2.35752 0.24820 1.21385
H -1.07679 0.97456 1.19294
O 1.65125 -0.12663 -0.59987
H -2.59803 0.80839 0.56029
Si -1.09546 -0.91747 -0.48925
C 2.50407 -0.04362 0.19632
O -1.20928 -2.31156 0.08424
H 3.53268 -0.23929 -0.13886
H -1.31576 1.46401 -0.45854


x) 11
Properties=species:S:1:pos:R:3 method="wB97M-V/def2-TZVPD" orbital_gap_ev=9.80 homo_energy_ha=-0.3493 lumo_ev=0.295 multiplicity=1
C 1.02185 -1.26658 -1.16380
H 0.19721 -1.85677 -1.03081
H 1.89273 -1.64364 -1.84024
H -1.19265 2.99489 1.29192
H -0.11544 -0.40689 1.87541
Si -0.18636 0.43231 0.70833
O 0.25418 2.00204 0.99569
O -0.61189 2.54929 1.95492
H -2.20791 -0.23443 0.11012
C 1.06164 -0.09432 -0.55460
H 2.02055 0.52400 -0.47375


Tell me which of them is the least stable. Sure, it is x).